DFT (ωB97M-V/def2-TZVPD) results for a 8-piece molecular cluster, C42H118Cl2N18O8P6 overall in a non-equilibrium geometry.

The geometry in XYZ format:
```
194
Properties=species:S:1:pos:R:3:forces:R:3:lowdin_charge:R:1
C -3.327 0.852 -5.617 -0.87 -0.28 -1.26 -0.14
N -2.022 0.520 -5.217 2.36 0.35 0.96 -0.29
C -1.838 0.466 -3.764 1.41 -0.30 0.37 -0.10
P -1.004 -0.472 -6.143 0.22 2.31 -0.43 0.58
O -1.406 -1.892 -6.110 1.00 0.08 0.13 -0.25
N -1.092 0.175 -7.690 -0.30 0.23 -1.08 -0.28
C -0.976 -0.719 -8.895 -0.85 0.38 0.70 -0.09
C -0.951 1.614 -8.045 -0.25 -0.68 0.44 -0.12
N 0.551 0.003 -5.599 -1.54 0.18 -0.45 -0.30
C 1.037 1.406 -5.580 -0.89 -0.84 -0.19 -0.08
C 1.304 -0.974 -4.898 0.75 -0.36 0.87 -0.16
H -3.338 1.112 -6.675 0.03 0.13 -0.07 0.08
H -3.675 1.718 -5.055 -0.31 -0.22 0.12 0.09
H -3.945 -0.042 -5.540 -0.70 0.33 0.16 0.07
H -0.786 0.540 -3.487 0.47 0.02 -0.50 0.06
H -2.091 -0.483 -3.290 -0.77 -0.14 -0.06 0.07
H -2.228 1.296 -3.175 -0.82 0.00 -0.55 0.07
H -1.550 -1.628 -8.717 0.36 -0.10 0.15 0.07
H -1.462 -0.243 -9.747 -0.14 0.31 0.12 0.07
H 0.030 -0.947 -9.246 0.28 -0.01 0.50 0.08
H -1.663 1.871 -8.830 0.12 -0.23 -0.31 0.08
H -1.214 2.307 -7.245 0.13 -0.39 0.42 0.07
H 0.066 1.844 -8.361 -0.02 0.05 -0.24 0.07
H 0.300 2.041 -5.089 0.03 0.17 0.24 0.07
H 1.983 1.429 -5.039 -0.11 0.07 -0.10 0.08
H 1.162 1.811 -6.584 0.27 -0.14 0.06 0.05
H 0.726 -1.499 -4.138 -0.28 -0.47 -0.27 0.05
H 2.038 -0.465 -4.273 0.44 -0.06 -0.26 0.06
H 1.776 -1.655 -5.607 0.23 -0.34 0.40 0.09
C 7.177 -1.400 7.464 -0.61 -0.82 0.92 -0.13
N 6.607 -1.235 6.163 -0.81 -0.39 -2.13 -0.31
C 7.625 -0.951 5.140 -0.94 0.66 0.31 -0.13
P 4.890 -1.320 5.929 0.48 1.65 -1.89 0.62
O 4.219 -2.223 6.860 -0.10 0.09 1.28 -0.29
N 4.405 0.345 6.004 -1.39 -0.89 -0.01 -0.28
C 3.602 0.821 7.201 0.95 0.08 -1.32 -0.08
C 4.817 1.290 4.933 0.02 -0.60 0.63 -0.11
N 4.484 -1.832 4.293 1.89 1.52 0.35 -0.31
C 5.154 -3.046 3.786 -0.63 0.53 0.78 -0.10
C 3.088 -1.742 3.899 -0.02 -0.25 0.46 -0.12
H 6.944 -0.601 8.168 0.06 0.34 -0.05 0.08
H 8.259 -1.500 7.380 -0.07 -0.01 0.03 0.08
H 6.764 -2.310 7.897 0.21 -0.11 0.29 0.08
H 8.389 -1.724 5.058 -0.30 -0.49 -0.21 0.08
H 8.194 -0.068 5.432 -0.08 0.36 -0.05 0.08
H 7.112 -0.735 4.203 0.33 -0.19 -0.18 0.07
H 3.114 -0.042 7.653 0.76 0.04 0.54 0.07
H 4.288 1.460 7.758 0.04 -0.66 0.99 0.07
H 2.782 1.524 7.053 -0.22 -0.03 -1.26 0.04
H 5.882 1.516 4.989 0.22 -0.10 -0.01 0.07
H 4.602 0.853 3.959 0.06 0.02 -0.07 0.06
H 4.319 2.259 4.977 -0.35 -0.18 0.30 0.06
H 4.955 -3.213 2.727 0.27 0.54 -0.20 0.07
H 6.214 -2.934 4.011 -0.05 -0.47 -0.24 0.06
H 4.714 -3.924 4.259 0.27 -0.31 0.38 0.08
H 2.623 -2.630 4.327 -0.81 0.10 -0.09 0.09
H 2.931 -1.735 2.820 0.54 -0.34 -0.27 0.06
H 2.585 -0.824 4.203 0.22 -0.06 0.63 0.07
C -0.629 6.005 3.563 1.31 0.54 0.60 -0.11
N 0.098 5.780 4.845 0.13 -1.40 0.59 -0.30
C 0.009 6.874 5.841 1.01 -1.33 -0.33 -0.09
P 1.327 4.548 4.916 -3.15 -0.21 1.12 0.59
O 2.577 4.857 4.227 0.62 -0.37 -0.35 -0.29
N 1.620 4.154 6.569 0.34 0.72 0.10 -0.27
C 2.993 4.357 7.152 -0.74 0.35 -0.35 -0.11
C 0.504 3.856 7.528 1.10 0.04 -0.53 -0.10
N 0.428 3.203 4.258 0.93 0.63 -0.56 -0.30
C 1.246 2.080 3.753 -0.23 0.98 -0.49 -0.11
C -0.847 2.775 4.828 0.66 0.16 -0.14 -0.12
H 0.047 6.624 2.972 -0.06 -0.40 -0.83 0.08
H -1.491 6.664 3.671 -0.29 -0.42 0.51 0.08
H -0.898 5.055 3.102 0.13 0.29 -0.17 0.05
H -0.547 7.693 5.385 0.05 -0.02 0.45 0.08
H 1.009 7.178 6.149 0.13 0.51 -0.33 0.07
H -0.398 6.484 6.774 -0.72 0.35 -0.05 0.05
H 3.178 3.775 8.055 -0.54 -0.36 -0.08 0.07
H 3.777 4.083 6.447 -0.25 0.14 -0.17 0.06
H 3.137 5.392 7.461 0.09 0.20 -0.15 0.07
H -0.309 4.581 7.495 -0.31 -0.39 -0.71 0.06
H 0.250 2.813 7.334 -0.71 0.30 0.41 0.06
H 0.788 3.949 8.576 0.74 -0.15 -0.10 0.08
H 0.615 1.265 3.399 -0.25 -0.20 0.69 0.07
H 1.716 2.376 2.815 0.58 0.29 0.20 0.07
H 1.992 1.782 4.490 0.05 -0.45 -0.11 0.06
H -0.611 2.159 5.695 -0.71 0.25 0.49 0.06
H -1.414 2.112 4.175 0.22 0.10 -0.55 0.07
H -1.448 3.673 4.973 -0.07 -0.24 0.70 0.07
C 6.390 -5.881 -3.148 0.02 -0.27 -0.50 -0.13
N 4.998 -6.296 -3.286 -1.17 0.82 -0.14 -0.30
C 4.457 -6.399 -4.635 -1.27 -0.09 -0.13 -0.13
P 3.876 -6.047 -2.017 2.05 -0.49 1.19 0.61
O 2.476 -6.489 -2.234 1.00 0.35 -0.37 -0.29
N 4.621 -6.974 -0.752 0.35 1.94 -0.10 -0.30
C 4.257 -8.371 -0.564 0.12 0.53 0.20 -0.12
C 5.956 -6.618 -0.181 -1.42 0.22 0.22 -0.12
N 4.139 -4.377 -1.607 -0.23 -0.56 0.98 -0.29
C 3.879 -3.401 -2.685 0.07 -1.19 -0.34 -0.12
C 3.633 -3.933 -0.270 -0.14 -0.50 -0.63 -0.12
H 6.780 -5.492 -4.088 -0.26 0.02 -0.24 0.08
H 6.969 -6.783 -2.950 0.41 0.28 0.42 0.08
H 6.549 -5.071 -2.436 -0.09 -0.34 0.31 0.07
H 3.827 -5.553 -4.910 0.07 0.46 -0.04 0.06
H 3.747 -7.225 -4.648 0.20 -0.25 -0.23 0.08
H 5.171 -6.510 -5.451 0.39 -0.21 0.49 0.08
H 3.336 -8.572 -1.112 0.10 -0.19 0.19 0.07
H 5.065 -9.045 -0.849 0.08 -0.08 -0.57 0.07
H 4.154 -8.552 0.506 -0.48 -0.05 0.13 0.08
H 6.765 -7.145 -0.689 0.13 0.21 0.04 0.07
H 6.086 -5.538 -0.115 0.16 0.06 -0.93 0.06
H 5.994 -6.818 0.889 -0.20 -0.85 0.12 0.07
H 2.949 -3.587 -3.222 -0.61 0.16 0.34 0.07
H 3.889 -2.386 -2.289 0.24 -0.14 -0.14 0.06
H 4.606 -3.580 -3.478 0.46 0.49 0.13 0.07
H 3.828 -2.884 -0.046 0.30 0.10 -0.54 0.05
H 4.110 -4.492 0.534 -0.16 -0.28 -0.15 0.06
H 2.550 -4.049 -0.237 -0.15 -0.12 0.31 0.07
C -6.991 2.030 -1.051 1.17 -0.45 0.72 -0.09
N -6.550 0.899 -0.205 0.47 -1.45 1.11 -0.29
C -6.233 1.139 1.256 -0.25 0.66 -0.72 -0.09
P -5.520 -0.308 -0.874 -1.54 -0.86 -0.13 0.66
O -4.059 0.073 -0.919 -1.88 -0.94 -0.31 -0.31
N -5.871 -1.723 0.104 -0.25 1.79 -0.51 -0.29
C -7.230 -2.155 0.465 0.33 -0.43 1.14 -0.15
C -4.859 -2.780 0.121 -0.43 0.35 -0.51 -0.11
N -6.258 -0.677 -2.409 0.32 0.29 0.90 -0.28
C -5.589 -0.352 -3.659 0.49 0.17 -0.36 -0.15
C -7.600 -1.293 -2.611 0.31 0.37 -0.47 -0.11
H -7.629 2.712 -0.489 -0.16 -0.27 0.06 0.08
H -7.498 1.657 -1.942 0.06 0.07 0.08 0.07
H -6.085 2.580 -1.306 -0.19 0.40 -0.49 0.05
H -6.859 1.915 1.698 -0.67 -0.16 -0.36 0.08
H -5.249 1.565 1.451 0.37 -0.39 -0.41 0.04
H -6.351 0.229 1.844 0.02 0.00 -0.25 0.07
H -7.159 -2.740 1.382 0.40 0.38 0.68 0.07
H -7.919 -1.344 0.698 0.21 0.15 -0.41 0.07
H -7.736 -2.946 -0.088 0.14 0.40 -1.35 0.07
H -3.901 -2.371 0.444 0.01 -0.16 -0.11 0.04
H -5.178 -3.585 0.783 0.05 0.16 0.17 0.08
H -4.802 -3.200 -0.883 0.43 -0.27 -0.06 0.06
H -4.531 -0.611 -3.700 -0.04 -0.19 0.58 0.04
H -6.025 -0.867 -4.515 -0.27 -0.32 0.23 0.09
H -5.615 0.698 -3.948 -0.24 0.37 0.29 0.07
H -8.329 -1.203 -1.806 0.59 -0.05 0.34 0.07
H -7.525 -2.320 -2.968 0.21 -0.36 0.54 0.08
H -8.105 -0.833 -3.461 0.15 0.60 -0.07 0.07
C 0.283 3.894 0.038 -0.41 -0.33 0.60 -0.13
N -0.705 4.428 -0.881 -1.21 -0.26 -0.86 -0.30
C -0.143 4.844 -2.206 -0.23 -0.15 1.54 -0.08
P -2.089 5.195 -0.255 -0.55 -1.43 -0.26 0.60
O -1.847 6.561 0.272 -0.79 -0.62 -0.32 -0.30
N -3.305 5.096 -1.504 1.90 1.17 0.56 -0.30
C -4.493 5.945 -1.336 0.58 -0.58 0.78 -0.10
C -3.530 3.911 -2.280 -0.55 0.01 -0.94 -0.16
N -2.677 4.125 0.956 1.22 0.16 0.02 -0.28
C -3.495 4.709 2.018 0.22 -0.59 -0.38 -0.13
C -2.831 2.648 0.793 -0.09 1.27 -1.19 -0.10
H -0.188 3.342 0.852 -0.31 0.36 0.21 0.05
H 0.892 4.673 0.496 0.34 -0.03 -0.12 0.09
H 0.876 3.103 -0.422 0.33 0.36 -0.51 0.08
H 0.607 5.611 -2.009 -0.16 0.45 -0.33 0.08
H -0.958 5.176 -2.849 0.27 0.10 -0.02 0.07
H 0.417 4.019 -2.647 -0.33 -0.28 -0.08 0.07
H -4.224 6.968 -1.074 0.05 -0.09 -0.13 0.08
H -5.145 5.924 -2.210 0.26 0.03 -0.12 0.08
H -5.021 5.493 -0.496 -0.72 0.32 0.14 0.07
H -3.487 4.128 -3.347 0.94 0.12 -0.46 0.08
H -2.884 3.069 -2.031 -0.15 0.15 0.02 0.06
H -4.586 3.642 -2.299 -0.18 -0.54 1.02 0.06
H -4.512 4.338 1.894 -0.40 0.34 0.05 0.07
H -3.158 4.342 2.988 0.12 0.16 0.21 0.06
H -3.440 5.797 1.974 -0.10 -0.13 0.10 0.07
H -1.905 2.170 0.474 0.17 0.05 0.27 0.05
H -3.516 2.479 -0.038 -0.30 -0.40 0.18 0.04
H -3.226 2.153 1.680 0.23 0.32 0.12 0.07
O -2.995 -5.247 -5.965 1.13 2.04 2.73 0.06
C -2.597 -4.676 -4.933 -1.98 -1.73 -2.48 -0.43
C -3.278 -3.533 -4.127 -0.19 -1.19 -0.99 -0.08
C -2.698 -3.790 -2.741 -0.55 1.04 -0.82 -0.17
C -1.343 -4.405 -3.046 -0.43 0.98 0.50 -0.14
O -1.551 -5.186 -4.255 0.44 0.46 1.19 0.04
H -3.135 -2.585 -4.645 0.69 0.06 0.35 0.08
H -4.357 -3.681 -4.174 -0.01 -0.27 0.01 0.12
H -2.679 -2.856 -2.180 0.29 -0.16 0.35 0.10
H -3.352 -4.507 -2.246 0.17 -0.03 0.20 0.11
H -0.597 -3.631 -3.228 0.07 0.00 -0.33 0.11
H -1.046 -4.890 -2.116 0.40 -1.15 -0.76 0.13
Cl -1.612 -1.016 1.724 0.46 0.37 -0.56 0.54
C -0.672 -0.795 0.175 -1.05 -1.06 0.16 -0.64
C 0.758 -0.409 0.412 0.10 0.88 0.58 -0.65
Cl 1.657 -0.930 -1.022 0.37 0.26 -0.24 0.62
H -1.227 -0.128 -0.485 0.08 0.45 0.39 0.06
H -0.746 -1.746 -0.351 0.20 -0.19 0.36 0.05
H 1.268 -0.772 1.304 -0.44 -0.77 -0.15 0.05
H 0.827 0.668 0.567 0.10 0.18 -0.56 0.06
```
Forces are in eV/Å.

Summary:
**Spin multiplicity**: 1
**Charge**: 0
**HOMO level**: -8.205 eV
**Orbital gap**: 8.5993 eV
**LUMO level**: 0.4 eV
**Calculated total energy**: -6227.24500 hartree
**SMILES**: CN(C)P(=O)(N(C)C)N(C)C.CN(C)P(=O)(N(C)C)N(C)C.CN(C)P(=O)(N(C)C)N(C)C.CN(C)P(=O)(N(C)C)N(C)C.CN(C)P(=O)(N(C)C)N(C)C.CN(C)P(=O)(N(C)C)N(C)C.O=C1CCCO1.ClCCCl